#A
The following is a DFT calculation (wB97M-V/def2-TZVPD) of the molecule C7H15NO.

- E_HOMO (eV) = -9.063
- gap between HOMO and LUMO (eV) = 10.0
- SMILES string = C=C(C)[C@@H](C)N(C)CO
- charge = 0

Last columns: bonded neighbours and bond lengths (Å).
Geometry (Å):
1 C -0.46 0.04 0.39  C4 1.538, N6 1.478, C7 1.528, H11 1.101
2 C 1.60 -0.37 1.62  N6 1.451, O9 1.412, H12 1.096, H13 1.095
3 C 1.52 -0.96 -0.70  N6 1.466, H14 1.094, H15 1.097, H16 1.095
4 C -1.21 -1.25 0.78  C1 1.538, H17 1.097, H18 1.093, H19 1.096
5 C -1.39 2.19 -0.65  C7 1.507, H20 1.095, H21 1.094, H22 1.096
6 N 1.01 -0.05 0.33  C1 1.478, C2 1.451, C3 1.466
7 C -1.05 0.73 -0.84  C1 1.528, C5 1.507, C8 1.343
8 C -1.31 0.11 -2.00  C7 1.343, H23 1.086, H24 1.087
9 O 2.88 0.22 1.66  C2 1.412, H10 0.974
10 H 2.79 0.95 1.02  O9 0.974
11 H -0.68 0.73 1.22  C1 1.101
12 H 1.69 -1.45 1.80  C2 1.096
13 H 1.04 0.06 2.45  C2 1.095
14 H 1.36 -0.56 -1.70  C3 1.094
15 H 2.61 -1.10 -0.61  C3 1.097
16 H 1.07 -1.96 -0.64  C3 1.095
17 H -2.29 -1.11 0.68  C4 1.097
18 H -0.93 -2.11 0.17  C4 1.093
19 H -1.02 -1.50 1.83  C4 1.096
20 H -1.75 2.65 -1.58  C5 1.095
21 H -0.52 2.75 -0.32  C5 1.094
22 H -2.18 2.29 0.10  C5 1.096
23 H -1.07 -0.94 -2.16  C8 1.086
24 H -1.73 0.64 -2.85  C8 1.087

=====

#B
The following is a DFT calculation (wB97M-V/def2-TZVPD) of a 2-piece molecular cluster, C7H15NO overall.

- E_HOMO (alpha / beta) (eV) = -7.725 / -7.725
- gap between HOMO and LUMO (alpha / beta) (eV) = 8.2 / 8.2
- SMILES string = [H]/N=C(\C)O.CC=C(C)C
- charge = 0

Last columns: bonded neighbours and bond lengths (Å).
Geometry (Å):
1 C 1.00 -0.60 0.00  C2 1.409, C3 1.497, C4 1.496
2 C 0.48 0.55 0.63  C1 1.409, C5 1.512, H11 1.085
3 C 1.54 -1.72 0.82  C1 1.497, H13 1.095, H14 1.089, H15 1.091
4 C 1.36 -0.63 -1.45  C1 1.496, H16 1.090, H17 1.087, H18 1.095
5 C 0.73 1.95 0.11  C2 1.512, H19 1.089, H20 1.092, H21 1.092
6 C -2.11 0.78 -0.72  C7 1.516, H22 1.089, H23 1.089, H24 1.089
7 C -1.49 -0.02 0.42  C6 1.516, O8 1.482, N9 1.304
8 O -1.12 -1.35 -0.10  C7 1.482, H10 0.973
9 N -2.04 -0.12 1.59  C7 1.304, H12 1.015
10 H -1.31 -1.93 0.66  O8 0.973
11 H 0.55 0.52 1.71  C2 1.085
12 H -2.66 0.66 1.80  N9 1.015
13 H 2.62 -1.60 0.92  C3 1.095
14 H 1.10 -1.72 1.82  C3 1.089
15 H 1.35 -2.68 0.35  C3 1.091
16 H 1.10 -1.59 -1.90  C4 1.090
17 H 0.87 0.15 -2.04  C4 1.087
18 H 2.45 -0.49 -1.55  C4 1.095
19 H 0.66 2.02 -0.98  C5 1.089
20 H 1.71 2.31 0.43  C5 1.092
21 H -0.01 2.63 0.53  C5 1.092
22 H -2.96 0.23 -1.11  C6 1.089
23 H -1.40 0.89 -1.54  C6 1.089
24 H -2.41 1.77 -0.39  C6 1.089

=====

Most stable = #A

=====

#A
The following is a DFT calculation (wB97M-V/def2-TZVPD) of a 2-piece molecular cluster, C2H10NO overall.

- E_HOMO (eV) = -15.533
- gap between HOMO and LUMO (eV) = 11.9
- charge = +1

Last columns: bonded neighbours and bond lengths (Å).
Geometry (Å):
1 N -2.43 -0.89 0.48  H2 1.023, H3 1.028, H4 1.139, H5 1.022
2 H -2.95 -0.51 -0.31  N1 1.023
3 H -2.93 -0.60 1.32  N1 1.028
4 H -1.35 -0.53 0.47  N1 1.139
5 H -2.52 -1.91 0.44  N1 1.022
6 C 0.99 0.84 0.15  O7 1.477, C8 1.508, H9 1.084, H10 1.081
7 O -0.03 -0.22 0.12  C6 1.477, H11 0.967
8 C 2.03 0.54 -0.90  C6 1.508, H12 1.101, H13 1.079, H14 1.088
9 H 1.44 0.89 1.14  C6 1.084
10 H 0.40 1.74 -0.01  C6 1.081
11 H 0.46 -1.01 -0.12  O7 0.967
12 H 2.33 -0.51 -0.87  C8 1.101
13 H 2.92 1.13 -0.76  C8 1.079
14 H 1.63 0.73 -1.90  C8 1.088

=====

#B
The following is a DFT calculation (wB97M-V/def2-TZVPD) of a 2-piece molecular cluster, C2H10NO overall.

- E_HOMO (eV) = -14.484
- gap between HOMO and LUMO (eV) = 10.7
- charge = +1

Last columns: bonded neighbours and bond lengths (Å).
Geometry (Å):
1 C -0.04 0.10 -2.33  N3 1.456, H4 1.103, H5 1.103, H6 1.103
2 C 0.36 -0.57 -0.04  N3 1.456, H7 1.103, H8 1.103, H9 1.103
3 N -0.38 0.31 -0.93  C1 1.456, C2 1.456, H10 1.042, H11 1.042
4 H -0.24 -0.93 -2.68  C1 1.103
5 H 1.03 0.31 -2.46  C1 1.103
6 H -0.62 0.80 -2.96  C1 1.103
7 H 1.43 -0.49 -0.29  C2 1.103
8 H 0.03 -1.60 -0.22  C2 1.103
9 H 0.23 -0.33 1.03  C2 1.103
10 H -0.33 1.31 -0.64  N3 1.042
11 H -1.37 0.00 -0.79  N3 1.042
12 O 0.04 0.76 4.11  H13 0.984, H14 0.984
13 H -0.71 0.31 3.66  O12 0.984
14 H 0.55 0.03 4.54  O12 0.984

=====

Most stable = #A

=====

#A
The following is a DFT calculation (wB97M-V/def2-TZVPD) of a 2-piece molecular cluster, C6H17N2 overall.

- E_HOMO (eV) = -11.221
- gap between HOMO and LUMO (eV) = 7.4
- charge = +1

Last columns: bonded neighbours and bond lengths (Å).
Geometry (Å):
1 C 1.66 -0.36 -0.55  C2 1.529, N4 1.528, H5 1.089, H6 1.088
2 C 3.06 0.19 -0.29  C1 1.529, C3 1.531, H7 1.102, H8 1.093
3 C 3.30 0.28 1.22  C2 1.531, H9 1.088, H10 1.092, H11 1.086
4 N 1.30 -0.19 -2.03  C1 1.528, H12 1.022, H13 1.020, H14 1.021
5 H 1.59 -1.42 -0.33  C1 1.089
6 H 0.90 0.18 0.02  C1 1.088
7 H 3.07 1.20 -0.74  C2 1.102
8 H 3.79 -0.39 -0.86  C2 1.093
9 H 2.45 0.76 1.70  C3 1.088
10 H 3.34 -0.75 1.58  C3 1.092
11 H 4.24 0.79 1.44  C3 1.086
12 H 1.69 0.72 -2.28  N4 1.022
13 H 1.69 -0.95 -2.59  N4 1.020
14 H 0.29 -0.17 -2.16  N4 1.021
15 C -3.72 1.46 0.66  C16 1.329, H19 1.087, H20 1.079
16 C -3.26 0.21 0.60  C15 1.329, N17 1.423, H21 1.083
17 N -1.89 -0.10 0.83  C16 1.423, C18 1.463, H22 1.010
18 C -1.42 -1.29 0.13  N17 1.463, H23 1.088, H24 1.079, H25 1.105
19 H -2.99 2.25 0.76  C15 1.087
20 H -4.74 1.70 0.40  C15 1.079
21 H -3.90 -0.65 0.47  C16 1.083
22 H -1.35 0.71 0.52  N17 1.010
23 H -0.41 -1.52 0.48  C18 1.088
24 H -2.06 -2.14 0.32  C18 1.079
25 H -1.35 -1.13 -0.96  C18 1.105

=====

#B
The following is a DFT calculation (wB97M-V/def2-TZVPD) of a 2-piece molecular cluster, C6H17N2 overall.

- E_HOMO (eV) = -12.712
- gap between HOMO and LUMO (eV) = 4.9
- charge = +1

Last columns: bonded neighbours and bond lengths (Å).
Geometry (Å):
1 C 1.93 0.81 -1.59  C2 1.520, H9 1.090, H10 1.104, H11 1.091
2 C 1.78 0.62 -0.09  C1 1.520, C3 1.518, N8 1.436, H12 1.241
3 C 1.26 -0.78 0.20  C2 1.518, C4 1.523, H13 1.102, H14 1.090
4 C -0.15 -1.03 -0.34  C3 1.523, C5 1.511, H15 1.091, H16 1.105
5 C -1.25 -0.29 0.39  C4 1.511, C6 1.520, H17 1.097, H18 1.129
6 C -2.66 -0.86 0.34  C5 1.520, N7 1.444, H19 1.105, H20 1.116
7 N -3.71 0.06 -0.04  C6 1.444, H22 1.015, H23 1.017
8 N 2.82 1.28 0.64  C2 1.436, H24 1.019, H25 1.016
9 H 1.04 0.55 -2.17  C1 1.090
10 H 2.67 0.11 -2.00  C1 1.104
11 H 2.25 1.82 -1.82  C1 1.091
12 H 0.81 1.37 0.13  C2 1.241
13 H 1.16 -0.79 1.30  C3 1.102
14 H 1.92 -1.57 -0.15  C3 1.090
15 H -0.25 -0.81 -1.40  C4 1.091
16 H -0.32 -2.12 -0.25  C4 1.105
17 H -1.26 0.73 -0.01  C5 1.097
18 H -1.03 -0.17 1.49  C5 1.129
19 H -2.90 -1.53 1.18  C6 1.105
20 H -2.60 -1.74 -0.34  C6 1.116
21 H 0.32 1.17 1.31  no bonds
22 H -4.52 -0.08 0.56  N7 1.015
23 H -3.41 1.00 0.20  N7 1.017
24 H 3.61 0.68 0.89  N8 1.019
25 H 2.49 1.57 1.56  N8 1.016

=====

#C
The following is a DFT calculation (wB97M-V/def2-TZVPD) of an isolated ion of composition C6H17N2 and charge +1.

- E_HOMO (eV) = -13.492
- gap between HOMO and LUMO (eV) = 10.3
- SMILES string = CC(C)NC[C@@H](C)[NH3+]
- charge = +1

Last columns: bonded neighbours and bond lengths (Å).
Geometry (Å):
1 N -1.40 -1.62 -0.77  C2 1.517, H9 1.015, H10 1.028, H11 1.017
2 C -0.03 -1.14 -1.21  N1 1.517, C3 1.525, C4 1.540, H12 1.083
3 C 0.74 -2.35 -1.75  C2 1.525, H13 1.095, H14 1.092, H15 1.081
4 C 0.68 -0.53 0.01  C2 1.540, N5 1.478, H16 1.086, H17 1.091
5 N -0.32 -0.07 1.00  C4 1.478, C7 1.469, H18 1.012
6 C 1.07 1.93 1.73  C7 1.518, H19 1.088, H20 1.072, H21 1.092
7 C -0.26 1.37 1.26  N5 1.469, C6 1.518, C8 1.522, H22 1.075
8 C -0.88 2.17 0.13  C7 1.522, H23 1.088, H24 1.100, H25 1.091
9 H -1.26 -2.36 -0.09  N1 1.015
10 H -1.84 -0.83 -0.28  N1 1.028
11 H -1.95 -1.75 -1.61  N1 1.017
12 H -0.19 -0.37 -1.96  C2 1.083
13 H 0.12 -3.25 -1.70  C3 1.095
14 H 1.02 -2.30 -2.81  C3 1.092
15 H 1.66 -2.61 -1.25  C3 1.081
16 H 1.37 0.28 -0.22  C4 1.086
17 H 1.33 -1.26 0.50  C4 1.091
18 H -0.19 -0.52 1.90  N5 1.012
19 H 0.97 2.96 2.08  C6 1.088
20 H 1.82 1.99 0.97  C6 1.072
21 H 1.54 1.45 2.59  C6 1.092
22 H -0.89 1.65 2.08  C7 1.075
23 H -0.85 3.24 0.33  C8 1.088
24 H -0.33 2.04 -0.81  C8 1.100
25 H -1.91 1.88 -0.09  C8 1.091

=====

#D
The following is a DFT calculation (wB97M-V/def2-TZVPD) of an isolated ion of composition C6H17N2 and charge +1.

- E_HOMO (eV) = -13.057
- gap between HOMO and LUMO (eV) = 9.8
- SMILES string = CC(C)NC[C@@H](C)[NH3+]
- charge = +1

Last columns: bonded neighbours and bond lengths (Å).
Geometry (Å):
1 N -0.54 -0.29 -2.18  C2 1.515, H9 1.032, H10 1.023, H11 1.020
2 C -0.35 1.12 -1.65  N1 1.515, C3 1.529, C4 1.547, H12 1.104
3 C 0.85 1.85 -2.24  C2 1.529, H13 1.083, H14 1.102, H15 1.092
4 C -0.52 1.11 -0.11  C2 1.547, N5 1.440, H16 1.106, H17 1.085
5 N 0.18 -0.02 0.44  C4 1.440, C7 1.529, H18 1.011
6 C -0.73 -2.06 1.49  C7 1.579, H19 1.074, H20 1.068, H21 1.097
7 C -0.25 -0.59 1.79  N5 1.529, C6 1.579, C8 1.567, H22 1.090
8 C 1.04 -0.68 2.67  C7 1.567, H23 1.090, H24 1.086, H25 1.091
9 H -0.24 -1.02 -1.52  N1 1.032
10 H -1.49 -0.61 -2.36  N1 1.023
11 H 0.07 -0.32 -3.00  N1 1.020
12 H -1.26 1.61 -2.03  C2 1.104
13 H 1.62 1.86 -1.47  C3 1.083
14 H 1.16 1.48 -3.23  C3 1.102
15 H 0.56 2.85 -2.57  C3 1.092
16 H -1.59 0.92 0.11  C4 1.106
17 H -0.33 2.14 0.18  C4 1.085
18 H 1.18 0.05 0.53  N5 1.011
19 H -1.79 -2.16 1.65  C6 1.074
20 H -0.31 -2.72 2.22  C6 1.068
21 H -0.46 -2.22 0.44  C6 1.097
22 H -0.99 0.07 2.22  C7 1.090
23 H 1.91 -0.32 2.12  C8 1.090
24 H 1.05 -0.32 3.70  C8 1.086
25 H 1.23 -1.75 2.78  C8 1.091

=====

Most stable = #C

=====

#A
The following is a DFT calculation (wB97M-V/def2-TZVPD) of a 2-piece molecular cluster, H4O2 overall.

- E_HOMO (eV) = -11.038
- gap between HOMO and LUMO (eV) = 11.7
- SMILES string = O.O
- charge = 0

Last columns: bonded neighbours and bond lengths (Å).
Geometry (Å):
1 H 0.32 -1.54 0.10  O5 1.019
2 H 1.43 -1.17 1.14  O5 0.954
3 H -1.15 1.19 -1.29  O6 0.986
4 H -0.34 0.94 -0.03  O6 1.018
5 O 0.94 -0.80 0.41  H1 1.019, H2 0.954
6 O -1.21 1.38 -0.33  H3 0.986, H4 1.018

=====

#B
The following is a DFT calculation (wB97M-V/def2-TZVPD) of a 2-piece molecular cluster, H4O2 overall.

- E_HOMO (eV) = -10.935
- gap between HOMO and LUMO (eV) = 11.6
- SMILES string = O.O
- charge = 0

Last columns: bonded neighbours and bond lengths (Å).
Geometry (Å):
1 H -0.18 -0.63 -0.67  O5 0.942
2 H -0.44 -1.87 0.13  O5 0.970
3 H -0.33 1.87 0.67  O6 0.968
4 H 0.95 1.17 0.20  O6 0.954
5 O -0.01 -1.56 -0.68  H1 0.942, H2 0.970
6 O 0.02 1.03 0.34  H3 0.968, H4 0.954

=====

Most stable = #B